# C34H60MnN2O2Si

C34H60MnN2O2Si as an isolated structure (wB97M-V/def2-TZVPD, the Open Molecules 2025 dataset).

Geometry (Å):
1 Mn -0.130 -0.019 0.137
2 Si 2.743 1.365 -5.938
3 O 5.541 0.282 -2.787
4 O 1.649 1.030 0.597
5 N -1.083 -0.443 1.886
6 N -0.546 -1.815 -0.574
7 C 2.641 0.386 -4.321
8 C -1.995 2.281 2.374
9 C 0.322 -2.309 -1.597
10 C 1.129 1.338 -6.909
11 C 1.770 -3.308 0.214
12 C 6.233 -1.998 -2.229
13 C 0.564 -1.871 3.814
14 C 7.761 1.007 -1.938
15 C 5.980 -0.975 -3.322
16 C 1.643 3.368 1.379
17 C 4.103 0.670 -7.043
18 C 1.833 2.432 0.216
19 C 0.685 0.269 5.071
20 C -1.654 -2.464 -0.214
21 C 4.033 0.835 1.215
22 C -2.505 -2.020 0.802
23 C 1.442 -3.080 -1.227
24 C -1.206 -1.347 -3.380
25 C -0.010 -2.136 -2.956
26 C -0.619 0.249 3.039
27 C 2.233 -3.652 -2.222
28 C -1.009 1.586 3.263
29 C 1.905 -3.499 -3.566
30 C 2.598 0.555 1.595
31 C 6.519 1.327 -2.759
32 C 0.378 1.617 5.257
33 C 0.783 -2.753 -3.925
34 C -2.153 -1.238 1.905
35 C 3.167 3.128 -5.435
36 C -2.984 -1.339 3.154
37 C -2.010 -3.730 -0.945
38 C 0.210 -0.423 3.960
39 C -1.215 1.253 -0.940
40 C -0.485 2.258 4.368
41 H 3.900 -0.375 -7.313
42 H 4.683 0.335 1.937
43 H -2.417 -3.510 -1.945
44 H 5.980 2.186 -2.335
45 H 2.335 1.032 2.549
46 H 4.000 3.115 -4.720
47 H 3.441 0.659 -3.605
48 H 1.682 0.556 -3.813
49 H 3.461 3.733 -6.302
50 H -2.157 -1.868 -3.196
51 H -2.630 2.937 2.985
52 H 8.354 1.922 -1.854
53 H 2.501 -4.120 0.294
54 H -3.318 -0.363 3.529
55 H 2.840 2.521 -0.207
56 H 7.513 0.661 -0.926
57 H 1.098 2.611 -0.573
58 H -2.444 -1.851 3.964
59 H 0.267 1.521 -6.252
60 H 0.677 3.225 1.874
61 H 1.303 -0.269 5.791
62 H 6.894 -0.853 -3.933
63 H -1.265 -0.375 -2.879
64 H -2.258 0.933 -0.791
65 H 5.075 0.710 -6.531
66 H -2.655 1.580 1.855
67 H -0.093 -2.499 4.435
68 H 2.307 3.609 -4.950
69 H 7.014 -1.659 -1.538
70 H 0.514 -2.621 -4.975
71 H 1.685 4.398 1.015
72 H -1.079 2.272 -0.557
73 H 6.570 -2.928 -2.694
74 H -2.779 -4.260 -0.369
75 H -3.875 -1.934 2.932
76 H -1.144 -4.402 -1.066
77 H 1.137 2.119 -7.684
78 H 4.259 1.904 1.249
79 H 0.493 -2.235 2.783
80 H -3.485 -2.485 0.837
81 H 5.318 -2.203 -1.661
82 H 0.786 2.155 6.115
83 H 5.149 -1.302 -3.966
84 H 3.110 -4.229 -1.923
85 H 1.590 -2.046 4.170
86 H 8.390 0.252 -2.427
87 H -1.509 2.918 1.621
88 H 4.174 1.256 -7.971
89 H 6.828 1.570 -3.792
90 H 0.979 0.370 -7.408
91 H 2.215 -2.416 0.681
92 H 2.433 3.248 2.129
93 H -0.783 3.296 4.538
94 H 4.275 0.448 0.221
95 H 2.517 -3.965 -4.339
96 H -1.148 -1.173 -4.463
97 H 2.413 -0.522 1.695
98 H 2.735 -0.692 -4.519
99 H -0.950 1.213 -2.002
100 H 0.890 -3.601 0.805

2S+1: 5
HOMO-LUMO gap (alpha / beta), Ha: 0.2360 / 0.3170
E_HOMO (alpha / beta), eV: -10.892 / -11.232
Charge: +1
LUMO (alpha / beta), eV: -4.47 / -2.61